The following is a DFT calculation (ωB97M-V/def2-TZVPD) of a 12-piece molecular cluster, C26H62O12 overall at a distorted geometry.

Each line ends with the Löwdin charge.
Element x y z (Å)
C 5.7287 5.7605 -1.2418  -0.032
C 7.0845 6.0937 -1.8422  -0.470
C 7.8026 5.0211 -2.6955  -0.020
O 7.6452 7.1550 -1.6251  0.049
H 5.8782 4.9198 -0.5643  0.082
H 4.9745 5.4129 -1.9478  0.077
H 5.2476 6.5607 -0.6793  0.080
H 8.2719 5.4760 -3.5678  0.079
H 7.0484 4.3100 -3.0327  0.070
H 8.6173 4.6556 -2.0703  0.085
C 2.7045 -1.4321 -7.7227  -0.033
C 3.2041 -1.6997 -9.1233  -0.459
C 4.0879 -2.9759 -9.3648  -0.016
O 2.8883 -0.9840 -10.0635  0.048
H 2.3096 -0.4177 -7.6669  0.080
H 3.5144 -1.5768 -7.0077  0.074
H 1.8636 -2.0401 -7.3891  0.087
H 4.7136 -3.0559 -8.4759  0.062
H 4.7662 -2.7367 -10.1839  0.075
H 3.4805 -3.8704 -9.5026  0.082
C 0.3755 1.8589 1.1156  -0.038
C 0.2305 1.0356 -0.1189  -0.474
C 1.4028 1.1148 -1.1439  -0.018
O -0.6555 0.1911 -0.1975  0.047
H -0.6519 2.1578 1.3237  0.086
H 0.9929 2.7564 1.0802  0.078
H 0.7434 1.2584 1.9476  0.090
H 1.5093 2.1448 -1.4843  0.073
H 1.1864 0.5337 -2.0402  0.073
H 2.2740 0.6805 -0.6534  0.083
C -3.3149 1.6379 7.5933  -0.024
C -4.1694 2.7594 8.1915  -0.477
C -5.4509 2.4299 8.8922  -0.032
O -3.7829 3.9319 8.1673  0.039
H -2.3713 2.1047 7.3106  0.075
H -3.7964 1.1857 6.7262  0.084
H -2.9807 0.9767 8.3928  0.081
H -5.9495 1.5654 8.4539  0.076
H -6.1561 3.2473 8.7410  0.085
H -5.2408 2.1977 9.9362  0.092
C -2.6421 -7.6434 5.5733  -0.024
C -2.1969 -6.7002 4.4372  -0.468
C -3.0913 -5.5581 4.0231  -0.033
O -1.1100 -6.8115 3.8895  0.053
H -2.4939 -7.3153 6.6022  0.081
H -2.1744 -8.6201 5.4497  0.076
H -3.6892 -7.9330 5.4845  0.071
H -3.2423 -4.8787 4.8620  0.083
H -4.0312 -5.9318 3.6170  0.082
H -2.6211 -4.9504 3.2499  0.080
C 1.9840 -7.8432 -3.7389  -0.026
C 1.0948 -6.6671 -4.0991  -0.534
C 0.8401 -5.6827 -3.0558  -0.030
O 0.6415 -6.5761 -5.2211  0.066
H 1.6092 -8.3781 -2.8663  0.080
H 2.9947 -7.4442 -3.6538  0.086
H 1.9795 -8.5981 -4.5251  0.079
H 1.7372 -5.0699 -2.9670  0.097
H 0.6282 -6.1636 -2.1009  0.089
H -0.0251 -5.1211 -3.4082  0.093
C -4.6238 6.5989 3.0836  -0.023
C -3.3037 7.2062 2.6005  -0.487
C -2.5170 8.0456 3.5394  -0.031
O -2.9232 7.0131 1.4412  0.040
H -4.4515 5.9853 3.9678  0.079
H -4.8925 5.8764 2.3130  0.076
H -5.4158 7.3452 3.1461  0.085
H -2.1398 7.4286 4.3550  0.090
H -3.1891 8.8002 3.9480  0.086
H -1.7207 8.5483 2.9905  0.086
C 1.6742 -2.5191 6.6509  -0.161
O 2.8373 -2.1974 7.4136  -0.128
H 0.7118 -2.3617 7.1377  0.073
H 1.6989 -1.9080 5.7486  0.070
H 1.7883 -3.5716 6.3913  0.078
H 2.6138 -1.4976 8.0316  0.067
C -3.8303 -0.1875 -5.8130  -0.159
O -4.7067 -1.2304 -6.2685  -0.119
H -3.7854 -0.0286 -4.7356  0.071
H -2.7951 -0.3399 -6.1183  0.071
H -4.1446 0.7794 -6.2059  0.069
H -5.2563 -1.5684 -5.5577  0.065
C 6.8884 -1.4538 3.0347  -0.164
O 6.4751 -0.4358 2.1444  -0.135
H 6.4758 -1.2285 4.0182  0.073
H 6.6204 -2.4316 2.6344  0.085
H 7.9541 -1.3132 3.2154  0.071
H 6.5764 0.4140 2.5794  0.070
C -6.6163 -3.1807 -1.6947  -0.156
O -7.2966 -3.3743 -2.9504  -0.125
H -5.6032 -2.7854 -1.7689  0.077
H -7.2014 -2.6081 -0.9751  0.071
H -6.4602 -4.1391 -1.1995  0.067
H -8.0850 -3.9036 -2.8092  0.069
C -0.7787 5.8401 -5.1337  -0.179
O -0.5166 4.7052 -5.9071  -0.125
H -0.8399 6.7526 -5.7269  0.079
H -1.6456 5.6240 -4.5093  0.082
H 0.0706 5.9168 -4.4548  0.070
H 0.1363 4.9259 -6.5754  0.074

E: -52532.2849 eV
ΔE to the lowest compared entry with this formula, charge and spin: 217.4 kJ/mol
HOMO level: -9.46 eV
Spin multiplicity: 1
HOMO-LUMO gap: 9.5 eV
LUMO energy: 0.06 eV

The following is a DFT calculation (ωB97M-V/def2-TZVPD) of a 7-piece molecular cluster, C26H62O15P2 overall at a distorted geometry.

Each line ends with the Löwdin charge.
Element x y z (Å)
C 1.2996 1.2472 -4.6148  -0.082
O 0.1134 1.2772 -3.7961  -0.221
P 0.0991 0.3133 -2.5120  0.358
O 0.1653 -1.1203 -2.8587  -0.233
O 1.2347 0.8316 -1.5637  -0.214
C 1.3864 0.1782 -0.2879  -0.071
O -1.2094 0.7870 -1.7181  -0.218
C -2.4692 0.6433 -2.4071  -0.086
H 2.2001 1.2340 -3.9978  0.083
H 1.3196 2.1923 -5.1534  0.088
H 1.2426 0.3800 -5.2681  0.092
H 1.2679 -0.9011 -0.3502  0.085
H 0.7018 0.6463 0.4188  0.090
H 2.3964 0.4081 0.0451  0.065
H -3.1563 0.1290 -1.7489  0.066
H -2.3781 0.2128 -3.4076  0.095
H -2.7817 1.6525 -2.6878  0.081
C 6.8851 1.1047 3.7375  -0.083
O 6.1282 0.9336 2.5354  -0.215
P 5.9806 2.0937 1.4792  0.379
O 6.2421 3.4706 1.9390  -0.233
O 4.4973 1.7791 0.9592  -0.223
C 3.7017 2.8413 0.4385  -0.111
O 6.9023 1.5832 0.2745  -0.220
C 6.8531 2.2069 -1.0096  -0.089
H 7.6659 0.3491 3.7405  0.091
H 6.1845 1.1071 4.5716  0.091
H 7.3776 2.0781 3.8223  0.083
H 3.4393 2.6227 -0.5938  0.086
H 4.2542 3.7860 0.3817  0.079
H 2.8693 3.0923 1.0906  0.095
H 6.3522 1.5199 -1.6983  0.092
H 7.8756 2.1498 -1.3874  0.090
H 6.4309 3.2050 -1.0089  0.087
C -0.1217 -2.3802 3.9764  -0.168
C 1.0792 -2.2253 4.8964  -0.145
C 2.1690 -2.0348 3.8180  -0.222
O 1.5763 -1.1919 2.8549  -0.157
C 0.2526 -1.6833 2.6347  -0.190
H -1.0716 -1.9689 4.3252  0.104
H -0.3707 -3.4166 3.7365  0.108
H 1.1873 -3.1090 5.5194  0.109
H 1.0492 -1.3201 5.4991  0.111
H 2.3752 -2.9883 3.3094  0.117
H 3.1218 -1.6624 4.1879  0.120
H 0.2774 -2.3613 1.7745  0.114
H -0.4575 -0.9038 2.3582  0.107
C -5.1075 -1.9539 -1.7275  -0.154
C -5.9589 -0.6743 -1.7860  -0.169
C -7.2443 -1.0633 -1.0236  -0.190
O -7.0770 -2.4139 -0.5727  -0.129
C -6.2178 -2.9760 -1.5343  -0.234
H -4.5048 -1.9181 -0.8178  0.111
H -4.5302 -2.1482 -2.6290  0.114
H -6.2039 -0.3320 -2.7900  0.085
H -5.4442 0.1478 -1.2900  0.076
H -8.0173 -1.1526 -1.8045  0.112
H -7.6836 -0.3022 -0.3836  0.120
H -6.7001 -3.0366 -2.5286  0.123
H -5.9690 -4.0097 -1.3042  0.124
C -5.7055 2.2740 -4.0111  -0.157
C -5.4015 3.5802 -4.7945  -0.152
C -4.6080 3.0835 -6.0156  -0.209
O -4.7300 1.6713 -6.0930  -0.148
C -5.7198 1.2365 -5.1507  -0.194
H -6.5784 2.2212 -3.3673  0.109
H -4.8240 2.0793 -3.3972  0.081
H -4.8324 4.3212 -4.2416  0.105
H -6.3736 3.9643 -5.1048  0.105
H -3.5557 3.3511 -5.9280  0.113
H -5.0454 3.5431 -6.9050  0.113
H -5.4104 0.2354 -4.8610  0.108
H -6.6665 1.2683 -5.6989  0.121
C 7.7212 -5.2722 2.7419  -0.127
O 7.7555 -4.1022 1.9684  -0.183
C 6.4619 -3.7047 1.5636  -0.219
C 6.6288 -2.4948 0.6311  -0.177
O 5.5558 -2.3572 -0.2919  -0.177
C 4.3190 -2.1479 0.3723  -0.099
H 7.2555 -6.1193 2.2206  0.088
H 7.2000 -5.1156 3.6923  0.087
H 8.7418 -5.6011 2.9409  0.087
H 5.7990 -3.4660 2.4021  0.114
H 6.0270 -4.5302 0.9819  0.134
H 7.5417 -2.6244 0.0587  0.130
H 6.6314 -1.5849 1.2420  0.114
H 3.4939 -2.3535 -0.3058  0.090
H 4.2884 -1.0741 0.6037  0.079
H 4.1464 -2.6527 1.3238  0.071
C -3.4182 2.4310 4.3685  -0.093
O -3.3545 1.6535 3.1937  -0.215
C -3.1313 2.3670 2.0163  -0.210
C -3.6088 1.6623 0.7343  -0.173
O -4.9009 1.0438 0.7864  -0.205
C -5.0983 0.0604 1.7890  -0.095
H -3.3646 1.7216 5.1923  0.090
H -4.3969 2.9221 4.4672  0.091
H -2.6407 3.1998 4.3621  0.090
H -2.0434 2.4385 1.8743  0.127
H -3.5736 3.3693 2.0279  0.127
H -2.8957 0.8525 0.5287  0.108
H -3.6413 2.2754 -0.1616  0.124
H -5.5652 0.5514 2.6466  0.088
H -4.1720 -0.4255 2.0987  0.090
H -5.7909 -0.7074 1.4365  0.078

E: -77257.0407 eV
HOMO level: -9.45 eV
Spin multiplicity: 1
HOMO-LUMO gap: 9.9 eV
LUMO energy: 0.49 eV

Q: Among the records above, which one has the lowest LUMO energy?
A: C26H62O12

Q: Number 1 is which compound?
A: C26H62O12

Q: Among the records above, which one has the lowest LUMO energy?
A: C26H62O12

Q: Number 1 is which compound?
A: C26H62O12